Below is 14 unconnected molecules or ions with the total composition C28H84O14 in a non-equilibrium geometry, with properties calculated with ωB97M-V/def2-TZVPD.

Geometry as XYZ:
```
126
C28H84O14, DFT ωB97M-V/def2-TZVPD
C 3.54 0.74 3.64
C 3.48 1.95 4.62
O 2.25 1.93 5.30
H 3.76 -0.08 4.32
H 4.30 0.85 2.87
H 2.57 0.57 3.15
H 3.52 2.83 3.99
H 4.28 2.03 5.35
H 2.33 1.28 6.00
C 4.34 -2.59 0.06
C 3.21 -1.82 0.76
O 2.59 -1.04 -0.21
H 4.90 -3.16 0.80
H 5.07 -1.98 -0.48
H 3.87 -3.19 -0.72
H 3.56 -1.13 1.54
H 2.38 -2.38 1.19
H 1.85 -0.58 0.20
C -3.26 0.08 -3.99
C -4.45 0.46 -3.06
O -3.88 0.36 -1.78
H -2.38 0.70 -3.84
H -3.40 0.20 -5.07
H -3.01 -0.97 -3.85
H -5.28 -0.25 -3.02
H -4.82 1.45 -3.31
H -3.62 -0.54 -1.59
C -0.41 -0.06 -0.97
C -0.75 -0.24 0.46
O 0.44 -0.06 1.24
H 0.24 0.79 -1.13
H -1.32 0.02 -1.56
H 0.17 -0.91 -1.34
H -1.15 -1.23 0.66
H -1.50 0.49 0.79
H 0.34 0.70 1.81
C -1.86 2.90 3.39
C -0.39 3.08 3.10
O 0.35 1.88 3.10
H -2.35 2.28 2.64
H -2.30 3.89 3.40
H -1.97 2.50 4.40
H 0.07 3.78 3.80
H -0.19 3.62 2.17
H 0.98 1.89 3.83
C -4.25 -1.70 0.81
C -3.69 -2.82 -0.09
O -3.38 -2.30 -1.37
H -3.60 -0.86 1.04
H -4.52 -2.11 1.78
H -5.13 -1.29 0.31
H -4.52 -3.51 -0.29
H -2.80 -3.31 0.30
H -3.22 -3.04 -1.95
C -1.88 4.58 -0.74
C -2.24 3.19 -1.15
O -3.28 2.70 -0.34
H -1.05 4.95 -1.34
H -1.62 4.65 0.32
H -2.76 5.21 -0.84
H -1.35 2.60 -0.97
H -2.61 3.21 -2.17
H -3.66 1.94 -0.78
C -0.25 -3.96 -0.69
C 1.04 -4.00 -1.50
O 0.77 -4.84 -2.60
H -0.91 -3.37 -1.32
H -0.12 -3.44 0.26
H -0.62 -4.98 -0.59
H 1.76 -4.41 -0.79
H 1.34 -2.99 -1.79
H 0.64 -5.73 -2.27
C 0.14 -2.22 6.01
C 0.54 -1.40 4.73
O 0.08 -2.03 3.60
H -0.94 -2.31 6.10
H 0.54 -1.71 6.89
H 0.61 -3.20 5.95
H 1.61 -1.20 4.65
H 0.11 -0.40 4.80
H 0.33 -1.49 2.85
C 4.29 -1.46 -4.69
C 4.19 -1.07 -3.22
O 2.83 -0.67 -2.94
H 3.97 -0.68 -5.38
H 3.77 -2.40 -4.88
H 5.31 -1.67 -5.00
H 4.87 -0.26 -3.00
H 4.35 -1.99 -2.65
H 2.66 -0.72 -1.99
C -0.73 -1.46 -6.00
C -0.01 -2.09 -4.83
O -0.57 -3.30 -4.43
H -0.64 -1.92 -6.98
H -0.48 -0.40 -6.06
H -1.80 -1.44 -5.79
H -0.03 -1.45 -3.95
H 1.03 -2.25 -5.11
H 0.11 -3.71 -3.89
C 1.80 3.34 -0.06
C 2.52 3.64 1.25
O 3.53 4.55 0.91
H 1.01 2.62 0.14
H 2.54 2.85 -0.69
H 1.43 4.17 -0.67
H 2.97 2.74 1.65
H 1.93 4.04 2.08
H 4.24 4.08 0.47
C 0.96 2.89 -3.73
C 0.57 1.62 -4.51
O 1.67 0.97 -5.06
H 0.12 3.23 -3.14
H 1.35 3.70 -4.35
H 1.74 2.62 -3.01
H -0.16 1.93 -5.26
H 0.11 0.95 -3.78
H 2.08 0.48 -4.34
C -3.24 -0.78 4.13
C -3.33 0.05 5.34
O -4.17 1.12 4.99
H -2.96 -0.17 3.26
H -4.21 -1.23 3.92
H -2.50 -1.54 4.36
H -2.35 0.42 5.64
H -3.83 -0.53 6.11
H -4.10 1.73 5.72
```

Values from the calculation:
Frontier orbital gap = 9.62 eV
F_max = 2.42 eV/A
Energy = -2170.4140 a.u.
Highest occupied orbital energy = -0.344 hartree
2S+1 = 1
Energy above the lowest of the compared OMol25 structures with the same formula, charge and spin = 41.53 kcal per mole